Density functional theory data (ωB97M-V/def2-TZVPD) for a structure of composition C15H12BFN2O4Pt at a distorted geometry.

## Properties
Strongest force on any atom (Eh/bohr): 0.030
HOMO energy (spin up / spin down) (eV): -8.588 / -8.588

Element x y z (Å)
Pt  -0.09489  0.14400  -0.92958
F  1.74579  -5.27317  0.54091
O  2.38602  3.08577  -0.09791
O  1.54055  1.14620  -0.70570
O  -1.49796  6.48375  1.26895
O  -3.61702  5.71404  1.06746
N  -0.90891  1.87325  -0.39150
N  0.48683  -1.41065  -2.14692
C  -0.03354  2.85637  -0.07655
C  2.05566  -3.00766  0.97590
C  -2.71291  3.27570  0.17016
C  1.49436  -1.76927  1.16054
C  -0.47099  4.07742  0.37307
C  1.17027  -2.32715  -2.37187
C  -1.83974  4.29920  0.52117
C  -2.38101  5.63779  1.08178
C  -2.22854  2.06453  -0.27259
C  -0.72461  -2.71099  0.79275
C  -0.46258  -0.27534  1.12825
C  -0.17063  -3.95551  0.60278
C  1.20950  -4.07805  0.69985
C  1.40356  2.44592  -0.27875
C  0.09650  -1.59975  1.06138
B  2.03549  -3.57653  -2.69087
H  -1.54073  -0.18516  1.23388
H  2.12206  -0.90863  1.35689
H  -1.79868  -2.57902  0.73427
H  0.09505  0.49441  1.65195
H  -3.77304  3.46649  0.27883
H  0.22408  4.86917  0.62413
H  3.12142  -3.17443  1.02537
H  2.30117  -3.52805  -3.86380
H  -0.76565  -4.83023  0.38424
H  3.01417  -3.43858  -1.98633
H  1.38732  -4.54285  -2.36605
H  -2.86837  1.23701  -0.55608

Löwdin atomic charge list, values in e, 8 entries:
1. Pt 1.37
2. F 0.13
3. O 0.19
4. O -0.16
5. O 0.00
6. O -0.01
7. N -0.13
8. N -0.04

---

Density functional theory data (ωB97M-V/def2-TZVPD) for a cluster of 3 separate species, C15H12BrCl2FNO11PS in total at a distorted geometry.

## Properties
SMILES: C/C(Cl)=C(/Cl)N(P(O)Br)S(=O)(=O)F.O=C1C=C(O)C(=O)C=C1O.O=C1C=C(O)C(=O)C=C1O
Strongest force on any atom (Eh/bohr): 0.146
HOMO energy (eV): -9.661

Element x y z (Å)
Br  -1.32415  -1.91953  -1.52224
Cl  2.40781  -3.47418  -5.53557
Cl  5.28565  -2.09368  -4.80467
S  1.72343  -3.51258  -1.53603
P  0.14043  -1.69416  -3.27639
F  0.50266  -4.64800  -1.33675
O  -1.72337  -1.40563  1.26022
O  0.04771  -2.94582  2.63163
O  -0.89706  -0.25741  6.36827
O  -0.60002  0.95997  -1.07188
O  0.53686  -0.01486  -3.22752
O  -0.71348  1.89831  1.46970
O  -2.28360  4.95758  -2.88238
O  -2.73315  1.23113  5.02857
O  3.00252  -4.31087  -1.59671
O  -2.32191  5.91711  -0.34037
O  1.71919  -2.66238  -0.28707
N  1.57842  -2.61802  -2.95107
C  -2.06723  0.22969  4.39631
C  -1.09899  2.68459  0.44366
C  2.63636  -2.64298  -3.91516
C  -1.01656  2.10114  -0.91925
C  -1.44531  2.93082  -2.04796
C  -1.52902  3.93155  0.64658
C  -1.93896  4.77074  -0.48265
C  -1.87950  4.17788  -1.84894
C  -1.08333  -0.54854  5.20015
C  -0.37650  -1.65046  4.54151
C  4.17760  -1.33159  -2.21496
C  -2.28634  -0.04301  3.10901
C  -0.59767  -1.92656  3.25422
C  -1.56140  -1.12795  2.44183
C  3.89260  -2.05262  -3.62320
H  4.12692  -2.08221  -1.34662
H  0.32140  -2.21962  5.14046
H  -1.39529  2.48912  -3.03456
H  -2.99657  0.51480  2.51690
H  -2.54708  5.80721  -2.47918
H  -1.58998  4.36619  1.63534
H  -0.27872  -2.94005  1.71057
H  -0.44476  1.05314  1.05878
H  0.50118  0.24982  -2.27945
H  -2.39788  1.22669  5.94565
H  5.18117  -0.80183  -2.24144
H  3.34593  -0.57294  -1.99736

Löwdin atomic charge list, values in e, 8 entries:
1. Br 0.46
2. Cl 0.57
3. Cl 0.59
4. S 0.70
5. P 0.65
6. F -0.22
7. O -0.02
8. O 0.10

---

Density functional theory data (ωB97M-V/def2-TZVPD) for an isolated molecule of C15H12Cl2N2S at a distorted geometry.

## Properties
Relative energy (zero: lowest compared OMol25 entry of this formula, charge and spin) (kcal per mole): 50.1
SMILES: Cc1ccc([C@H]2NN=C(c3ccc(Cl)cc3Cl)S2)cc1
Strongest force on any atom (Eh/bohr): 0.148
HOMO energy (eV): -7.751

Element x y z (Å)
Cl  1.76410  0.29513  4.46838
Cl  6.96874  -0.52663  3.22387
S  0.94058  0.98867  0.24607
N  -0.78735  -0.67759  1.18640
N  0.35469  -1.06811  1.80074
C  2.94277  -0.09162  3.25521
C  -3.51162  0.37997  -2.81425
C  2.65652  -0.38125  1.92896
C  -1.69600  0.57282  -0.68740
C  4.29945  -0.10484  3.53873
C  -1.35980  -0.31163  -1.73100
C  -2.85651  1.37555  -0.73475
C  -4.47657  0.18249  -3.96985
C  1.38187  -0.28586  1.45616
C  5.32528  -0.62590  2.62472
C  3.67165  -0.74713  1.03464
C  4.99067  -0.94424  1.28345
C  -3.80077  1.19759  -1.73070
C  -0.82749  0.61499  0.53152
C  -2.31050  -0.33215  -2.77112
H  -1.88748  -0.85501  -3.68436
H  -4.35403  -0.82904  -4.47360
H  5.64910  -1.37913  0.51875
H  -5.50546  0.10427  -3.59925
H  -0.40607  -0.96888  -1.66051
H  4.57833  0.12930  4.57535
H  -4.61794  1.81073  -1.79365
H  -1.73453  -0.95079  1.39878
H  3.50825  -1.09347  0.04035
H  -3.07777  2.07497  0.06264
H  -4.55704  1.00864  -4.66832
H  -1.26508  1.43811  1.14406

Löwdin atomic charge list, values in e, 8 entries:
1. Cl 0.72
2. Cl 0.64
3. S 1.00
4. N -0.08
5. N 0.07
6. C -0.60
7. C -0.27
8. C -0.32

---

Density functional theory data (ωB97M-V/def2-TZVPD) for a structure of composition C15H12ClCrN3O5S2Se3Te at a distorted geometry.

## Properties
Multiplicity: 5
Total charge: -2
⟨S²⟩: 6.019
Strongest force on any atom (Eh/bohr): 0.039
HOMO energy (spin up / spin down) (eV): 0.821 / -0.648

Element x y z (Å)
Te  1.01248  4.02904  0.81149
Se  0.61532  2.61837  2.85293
Se  -1.07884  1.26285  1.99266
Se  1.51726  2.09753  -0.71538
Cr  -0.01670  0.27901  -0.03459
Cl  2.08311  -2.35839  -6.99212
S  3.18627  -2.13926  2.48033
S  -2.73120  -3.46836  0.64519
O  -1.48304  0.82341  -1.23952
O  -1.59539  2.99558  -1.05472
O  0.95764  -0.71867  -1.48589
O  -3.01758  1.91739  -2.26217
O  -1.57396  -2.20530  -1.89225
N  -1.23488  -1.43187  0.53525
N  -2.04558  1.96665  -1.51484
N  1.37711  -0.87616  1.21041
C  -1.16437  -2.15502  -3.03250
C  1.15038  -1.14754  -2.67166
C  -2.45433  -1.81123  0.28317
C  -3.56353  -0.96596  -0.23602
C  -1.11655  -3.63923  1.18546
C  2.44883  -0.99967  -3.24545
C  3.47124  0.45395  1.55809
C  1.72171  -2.94876  2.17513
C  1.72570  -1.91121  -5.33677
C  0.16536  -1.75896  -3.49411
C  -0.47365  -2.44939  1.06797
C  2.73289  -1.36315  -4.53465
C  0.47330  -2.10480  -4.82103
C  0.87935  -2.13202  1.49105
C  2.59845  -0.74613  1.67232
H  3.60269  0.72494  0.51279
H  -0.73009  -4.56661  1.56978
H  3.72680  -1.22124  -4.93978
H  1.56294  -3.95725  2.51416
H  4.43941  0.25756  2.01755
H  -0.30138  -2.55103  -5.43409
H  -4.38243  -0.94983  0.48487
H  3.20542  -0.55056  -2.61461
H  -3.20947  0.04300  -0.41753
H  3.00061  1.30504  2.05106
H  -1.82357  -2.49131  -3.86525
H  -3.92122  -1.36949  -1.18327

Löwdin atomic charge list, values in e, 8 entries:
1. Te 0.19
2. Se -0.30
3. Se -0.01
4. Se -0.04
5. Cr 0.01
6. Cl 0.56
7. S 1.04
8. S 1.03

---

Q: What is the strongest force on any atom in the third record?
A: 0.148 Eh/bohr